Record 1
Entry from the OMol25 dataset: a structure of composition C27H55Br3F3N5O3P (wB97M-V/def2-TZVPD).

Values from the calculation:
Total charge: +1
Highest occupied orbital energy in eV: -9.6
LUMO level in eV: -4.77

Each line ends with the Mulliken charge.
Atoms and positions in Å:
C  -3.5404  3.8846  -2.3719  -1.29
C  -3.4704  2.3784  -2.7047  0.29
Br  -5.2343  1.6417  -2.3745  -0.08
C  -2.3313  1.6966  -1.8767  -1.12
Br  -2.9245  0.3101  -0.6560  0.05
C  -1.1528  1.0256  -2.6187  -0.61
C  -1.3270  -0.3003  -3.3911  -0.17
C  -2.3531  -0.2874  -4.5299  0.54
F  -2.1607  -1.3205  -5.3539  -0.26
F  -2.2750  0.8421  -5.2695  -0.27
F  -3.5873  -0.3670  -4.0332  -0.23
C  0.1313  -0.4426  -3.8570  -0.13
O  0.4184  -1.3899  -4.8640  -0.41
C  1.3559  -2.2307  -4.5558  0.67
N  2.1852  -2.9615  -4.2759  -0.44
C  0.4218  0.9813  -4.2887  -0.23
Br  1.6059  1.3333  -5.6312  0.05
N  -0.2862  1.8260  -3.6151  0.43
P  -0.0706  3.6250  -3.9311  0.14
O  -0.2286  4.0388  -2.3729  -0.34
O  -1.5921  3.7928  -4.4116  -0.48
H  -3.8306  4.4594  -3.2542  0.30
H  -4.2961  4.0732  -1.6095  0.51
H  -2.5890  4.2656  -1.9956  0.12
H  -3.2958  2.2470  -3.7683  0.36
H  -1.9120  2.4484  -1.2119  0.88
H  -0.4430  0.8032  -1.8135  0.46
H  -1.6193  -1.1249  -2.7407  1.13
H  0.7410  -0.6142  -2.9569  0.51
H  0.5596  4.5308  -2.0856  0.26
H  -1.9088  4.7020  -4.2884  0.35
C  3.8253  -6.8570  1.3799  -1.52
C  3.2605  -5.5342  0.8840  -0.01
N  3.2392  -5.4230  -0.5639  0.17
C  3.0138  -4.0711  -1.0335  -1.10
C  1.6755  -3.3964  -0.6882  -0.56
C  2.5132  -6.4742  -1.2590  -0.74
C  1.0452  -6.7036  -0.8771  -0.80
H  4.8058  -7.0451  0.9406  0.37
H  3.9357  -6.8274  2.4645  0.46
H  3.1743  -7.6991  1.1418  0.28
H  3.8904  -4.7269  1.2687  0.46
H  2.2645  -5.3891  1.3312  -0.08
H  3.1448  -4.0553  -2.1170  0.38
H  3.8184  -3.4487  -0.6277  0.40
H  0.8461  -3.8165  -1.2588  0.16
H  1.7358  -2.3290  -0.9288  0.39
H  1.4377  -3.4764  0.3738  0.26
H  3.0529  -7.4118  -1.1070  0.36
H  2.5855  -6.2706  -2.3303  0.38
H  0.9136  -6.7733  0.2042  0.15
H  0.6993  -7.6448  -1.3080  0.39
H  0.3890  -5.9166  -1.2483  0.22
C  -2.6299  -4.5302  5.6472  -1.47
C  -2.6893  -3.8485  4.2888  -0.31
N  -1.5134  -3.0405  4.0101  0.21
C  -1.6780  -2.1380  2.8895  -0.85
C  -1.8967  -2.7468  1.4972  0.46
C  -0.2393  -3.7372  4.0830  -1.00
C  -0.0532  -4.9703  3.1928  -0.29
H  -2.4172  -3.8034  6.4320  0.34
H  -3.5883  -5.0018  5.8664  0.44
H  -1.8680  -5.3095  5.6837  0.30
H  -3.5519  -3.1766  4.2699  0.47
H  -2.8761  -4.6119  3.5166  0.26
H  -0.8050  -1.4789  2.8574  0.28
H  -2.5319  -1.4914  3.1178  0.42
H  -0.9905  -3.2047  1.1000  -0.23
H  -2.1963  -1.9596  0.8009  -0.51
H  -2.6865  -3.4989  1.5030  0.29
H  -0.0728  -4.0360  5.1205  0.37
H  0.5468  -3.0089  3.8657  0.31
H  -0.8904  -5.6647  3.2751  0.27
H  0.8471  -5.5085  3.4964  0.41
H  0.0670  -4.7046  2.1419  -0.17
C  3.5441  7.1326  1.1518  -1.38
C  2.1988  7.7299  0.7692  -0.45
N  1.1339  6.7385  0.7077  0.29
C  -0.0674  7.2187  0.0492  -0.54
C  -0.8454  8.3804  0.6741  -1.23
C  0.9269  5.9672  1.9270  -0.67
C  0.6480  6.7358  3.2220  -1.02
H  3.7906  6.2890  0.5047  0.30
H  4.3257  7.8849  1.0455  0.43
H  3.5627  6.7887  2.1862  0.29
H  2.2804  8.1762  -0.2259  0.46
H  1.9686  8.5558  1.4577  0.30
H  -0.7419  6.3627  -0.0715  0.18
H  0.2248  7.5166  -0.9655  0.44
H  -1.3717  8.0812  1.5793  0.27
H  -1.5951  8.7416  -0.0324  0.42
H  -0.1928  9.2192  0.9159  0.29
H  1.8117  5.3454  2.0842  0.44
H  0.1093  5.2655  1.7370  0.27
H  1.3672  7.5406  3.3770  0.26
H  0.7307  6.0575  4.0727  0.39
H  -0.3521  7.1657  3.2450  0.25


Record 2
Entry from the OMol25 dataset: a cluster of 3 separate species, C27H55BrClN4O10S2 in total (wB97M-V/def2-TZVPD).

Values from the calculation:
Total charge: +1
Highest occupied orbital energy in eV: -10.9
LUMO level in eV: -2.90

Each line ends with the Mulliken charge.
Atoms and positions in Å:
C  8.8242  2.2575  3.1549  -0.77
O  7.5110  2.2743  2.6136  -0.31
C  7.4512  1.5861  1.3695  -0.62
C  6.3235  2.1212  0.4653  -0.63
C  5.0349  2.3339  1.3215  -0.78
C  3.7571  2.0357  0.4670  -0.79
C  3.1104  0.6813  0.9285  -0.91
C  1.5931  0.6510  0.5119  -1.26
C  0.5929  0.4958  1.6982  -1.97
C  -0.3195  -0.7691  1.7085  1.84
C  0.4050  -2.0487  1.1784  -1.37
C  1.5025  -2.6531  2.0693  -0.09
O  1.6169  -3.7990  2.0794  -0.41
Cl  2.6248  -1.7394  3.1114  -0.12
C  -1.6076  -0.6389  0.7924  0.02
C  -1.7346  0.6568  -0.0118  -1.18
C  -2.3548  1.9066  0.6547  -1.10
C  -3.8506  1.8137  1.0142  -0.32
C  -4.4369  3.1710  1.5466  -1.18
N  -3.7655  4.3500  0.9745  -0.21
C  -3.6304  5.4836  1.8538  0.44
N  -2.8590  6.4181  1.5288  -0.66
N  -4.3597  5.6416  3.0748  -0.58
O  -2.8211  -0.9739  1.4882  -0.45
C  -2.7011  -2.1818  2.2064  -0.39
C  -1.6079  -2.1756  3.3190  -0.61
N  -0.7153  -0.9913  3.1507  0.35
C  -1.3079  0.2445  3.8006  0.16
C  -0.3532  0.8831  4.8413  0.17
O  0.1393  1.8858  4.5940  -0.34
Br  0.0174  0.0089  6.5262  -0.11
H  8.7986  2.0445  4.2352  0.24
H  9.3196  3.2330  3.0157  0.25
H  9.4600  1.4769  2.7042  0.36
H  7.3539  0.4978  1.5542  0.26
H  8.4029  1.7566  0.8314  0.51
H  6.0929  1.3521  -0.2865  0.33
H  6.6146  3.0804  0.0196  0.29
H  5.0636  1.6970  2.2203  0.39
H  4.9629  3.3607  1.7083  0.37
H  3.0286  2.8262  0.7213  0.50
H  3.9425  2.0572  -0.6152  0.33
H  3.2145  0.6893  2.0194  0.35
H  3.6868  -0.1306  0.4622  0.15
H  1.4257  1.6532  0.0853  0.81
H  1.4470  -0.0414  -0.3289  0.48
H  0.0407  1.4376  1.7909  0.15
H  1.2065  0.4466  2.6142  0.95
H  0.8148  -1.9156  0.1697  0.80
H  -0.3562  -2.8329  1.0695  0.41
H  -1.5480  -1.4356  0.0203  0.57
H  -2.4041  0.4092  -0.8575  0.72
H  -0.8058  0.9804  -0.5046  0.30
H  -1.8168  2.3160  1.5281  0.08
H  -2.2930  2.7044  -0.1033  0.73
H  -4.4356  1.4514  0.1512  0.46
H  -4.0655  1.0897  1.8178  -0.02
H  -4.2995  3.1324  2.6347  0.46
H  -5.5123  3.2073  1.3057  0.35
H  -4.2026  4.6073  0.0961  0.29
H  -2.4167  6.1931  0.6340  0.26
H  -3.8654  5.1249  3.8017  0.27
H  -5.2928  5.2423  2.9946  0.32
H  -2.4952  -3.0284  1.5205  0.27
H  -3.6742  -2.4153  2.6582  0.42
H  -2.0183  -2.2340  4.3352  0.51
H  -1.0318  -3.1072  3.2044  0.46
H  0.1097  -1.1925  3.7363  0.51
H  -2.1704  -0.1136  4.3872  0.73
H  -1.7147  0.9631  3.0861  -0.50
O  -1.7421  -6.1373  -0.9631  -0.69
S  -0.5520  -5.5898  -1.5383  1.25
O  -0.3449  -4.1684  -1.6198  -0.52
O  -0.3270  -6.2287  -2.9777  -0.27
C  -1.3948  -6.1355  -3.9414  -0.47
C  -1.5050  -4.7468  -4.5413  -0.86
C  0.8488  -6.3141  -0.7520  -0.94
H  -2.3387  -6.4490  -3.4919  0.34
H  -1.1576  -6.8517  -4.7264  0.29
H  -1.8220  -4.0176  -3.7948  0.21
H  -2.2353  -4.7390  -5.3508  0.44
H  -0.5395  -4.4182  -4.9297  0.26
H  0.7162  -7.3924  -0.7204  0.37
H  0.9052  -5.9096  0.2577  0.30
H  1.7419  -6.0456  -1.3116  0.32
O  -3.2292  -0.4884  -4.2796  -0.67
S  -2.0532  0.2994  -4.4931  1.23
O  -1.9638  1.6493  -4.0253  -0.63
O  -1.6731  0.2542  -6.0386  -0.25
C  -2.6743  0.6435  -6.9993  -0.34
C  -2.8573  2.1474  -7.0563  -1.00
C  -0.6523  -0.5939  -3.8982  -0.35
H  -3.6179  0.1366  -6.7889  0.33
H  -2.3233  0.2839  -7.9655  0.28
H  -3.2850  2.5292  -6.1294  0.30
H  -3.5270  2.4178  -7.8733  0.40
H  -1.8987  2.6468  -7.2020  0.26
H  -0.6935  -1.6120  -4.2779  0.16
H  -0.7018  -0.5944  -2.8103  -0.12
H  0.2516  -0.0885  -4.2309  0.42